No. 1
This record from OMol25 describes a structure of composition C28H71F3N7O19Zn. The level of theory is ωB97M-V/def2-TZVPD.

```
129
Properties=species:S:1:pos:R:3:forces:R:3
Zn 1.334094 -0.295068 3.544576 -0.42 1.33 -2.87
F -2.158321 0.331505 -0.587318 -0.28 -0.37 0.47
F -2.604454 0.225408 1.540613 0.02 -0.18 0.08
F -1.805112 2.047915 0.640778 -0.11 -0.41 0.60
O -2.259991 -0.466964 -5.672965 0.67 0.13 -0.46
O 0.714382 0.605820 -0.044437 -1.03 0.78 -0.03
O 7.413024 -3.506198 -3.239010 -1.06 0.03 -0.28
O 2.846359 0.897393 2.926832 0.15 0.31 0.87
O 4.110112 2.897680 -5.679901 -0.68 0.16 0.03
O -2.826049 -5.357646 1.242522 -0.28 0.60 0.25
O -2.136071 -1.512114 -2.884736 0.14 -0.06 -0.13
O 1.739707 -3.646127 -2.589645 0.00 0.30 0.76
O 1.624314 6.167659 0.427457 -0.14 -0.67 -0.03
O -5.427791 1.305781 4.428619 -0.51 0.63 -0.18
O 1.931051 -1.804618 2.327680 0.65 0.34 1.62
O 0.580405 0.992000 4.924149 0.09 -0.43 0.75
O 6.544193 -3.017328 -0.359185 -0.10 0.22 0.28
O -3.865338 -1.149670 5.224734 -0.31 0.25 0.76
O 1.944591 1.850978 -7.036160 1.03 -0.91 0.26
O 0.123466 0.454809 2.152908 -0.79 1.05 0.45
O -1.544026 2.447091 6.778500 0.65 -0.07 -0.11
O -2.707001 3.685574 -3.517031 -0.08 -0.12 0.27
O -7.567557 1.284171 0.972544 0.00 0.33 -0.20
N -2.907303 -4.514118 3.330998 -1.27 -1.53 0.21
N 3.688093 1.259647 0.913640 -0.10 0.09 -1.20
N 1.388478 -3.937460 2.056221 -0.03 -0.35 1.32
N -3.592321 3.492825 -1.442509 0.25 0.36 0.27
N 0.457822 -5.414463 -3.064918 -0.22 -0.21 0.22
N -5.331351 1.412209 1.262808 0.90 0.21 -1.52
N -0.228537 6.077374 1.669875 -1.26 0.06 0.96
C 6.824899 -2.347768 -2.682916 0.82 0.88 0.47
C -0.320323 0.222251 0.874368 3.00 -2.99 2.11
C -1.882651 -1.777630 -5.281324 -0.18 0.26 0.20
C 0.795060 -4.353269 -2.281603 -0.22 -0.74 -1.03
C 2.462043 1.166385 -5.872015 -1.71 1.98 0.40
C 1.946422 0.321532 -2.036275 0.50 1.30 -0.30
C -0.105337 -4.162424 -1.071308 0.89 0.16 -0.91
C -2.737436 4.029342 -2.350282 0.87 0.27 -0.89
C -1.962504 -3.125472 1.567305 -0.11 -0.92 -0.11
C 4.960981 2.013867 2.826039 0.25 1.44 0.04
C -1.768133 5.071866 -1.770853 -0.62 -1.02 0.69
C -4.130816 -0.693583 3.926174 0.16 0.04 -1.65
C 2.249467 -2.927687 1.898717 -1.89 0.13 -2.62
C 0.067919 2.348967 4.848692 -1.04 0.48 0.07
C 5.861747 -2.538932 -1.521172 0.40 -0.82 0.48
C 3.741999 1.401101 2.223317 -0.03 -1.39 0.55
C -1.188687 -1.773954 -3.946657 -0.99 -0.33 1.17
C 0.565360 0.196898 -1.410003 1.09 -0.03 -0.22
C 0.873654 5.505669 1.123026 0.95 0.48 -0.57
C -6.180939 0.226194 -0.664867 0.54 1.32 -0.67
C 1.050387 4.007620 1.346593 0.33 0.44 0.19
C -1.742505 0.687041 0.648923 0.90 1.77 -1.86
C 3.178263 -3.020914 0.729796 1.59 -0.55 0.54
C -1.387498 2.413214 5.360842 0.80 0.12 0.55
C -5.465371 0.030355 3.837445 0.15 -1.43 0.53
C 3.886914 1.501041 -5.582168 1.10 -0.60 0.12
C -6.444748 1.073125 0.563795 -0.92 -1.13 1.15
C -2.613484 -4.441353 2.017614 1.82 0.66 -0.75
H 4.383576 1.600922 0.270366 0.19 0.27 0.38
H 0.340419 -0.869234 -1.526055 -0.68 0.12 0.42
H 4.574496 0.986403 -6.262863 -0.09 -0.11 -0.02
H 0.463293 -4.568318 -0.238540 -0.18 0.23 0.25
H -6.203223 -0.599162 4.344910 -0.01 0.25 0.31
H 2.247965 0.102271 -5.801170 0.14 -0.08 -0.75
H 7.126612 -2.315147 -0.048477 0.10 -0.15 -0.04
H 2.377687 2.712495 -6.934271 -0.30 0.03 -0.44
H 1.926668 3.782556 1.959297 -0.06 0.30 0.22
H -1.012305 -2.848930 2.028351 -0.12 -0.24 0.47
H -3.669654 3.978002 -0.566294 -0.32 -0.34 0.14
H -0.509500 7.013795 1.430366 0.63 0.17 -0.25
H 4.988837 3.120848 -5.370270 0.10 -0.08 -0.05
H 1.499027 -4.902546 1.794275 0.52 0.12 -0.30
H 2.525037 1.179376 -1.669519 -0.27 -0.02 0.64
H -0.853367 5.171404 -2.342389 -0.26 0.19 -0.39
H -0.232237 -3.082349 -1.014312 -0.23 -0.08 0.45
H -2.656757 -2.323001 1.804837 0.00 0.17 -0.62
H -1.480819 4.686954 -0.786462 0.04 0.29 0.09
H -3.353125 -0.039912 3.495633 0.00 0.12 0.71
H 1.902638 0.670664 -3.071415 -0.23 -0.92 -0.26
H 0.606531 -3.768356 2.669083 0.05 -0.04 0.12
H -2.953949 -1.409515 5.355380 0.14 0.00 -0.29
H 5.849327 1.390634 2.746168 -0.13 -0.17 -0.17
H 2.564411 -0.564279 -1.894604 -0.13 -0.11 -0.31
H 6.389195 -1.623336 -3.384153 -0.10 -0.51 -0.44
H -2.319541 5.999575 -1.624686 0.28 0.20 -0.14
H -0.240965 -0.876648 0.820995 -1.25 -0.26 -0.80
H -2.782879 -2.394116 -5.241891 0.13 -0.31 0.19
H -5.285011 1.815076 2.179470 -0.47 0.33 0.08
H -0.554144 5.826229 2.590728 -0.03 -0.49 -0.23
H -1.197774 -2.233621 -5.997872 -0.11 0.45 -0.40
H -1.709065 -3.325041 0.530659 -0.50 0.80 -0.15
H 0.683800 3.026077 5.442100 0.18 -0.24 0.10
H -1.737503 3.399542 5.059599 -0.47 -0.28 -0.38
H -2.322207 -4.165144 4.064533 -0.02 0.28 0.00
H -4.125774 -1.525216 3.205350 -0.36 -0.17 0.20
H -5.433724 -0.555806 -0.544112 -0.26 -0.23 0.32
H -0.169094 0.812273 -1.927709 -0.05 -0.09 0.03
H 3.027751 -2.172516 0.067052 -0.34 -0.05 0.01
H 4.232163 -2.981990 1.028247 -0.05 0.18 0.17
H -7.114782 -0.101510 -1.104692 0.01 -0.22 0.14
H 0.166437 3.573914 1.805538 0.00 -0.27 -0.24
H 7.713571 -1.828530 -2.302055 -0.25 0.22 0.26
H 4.079801 1.148550 -4.559558 0.15 -0.05 -0.03
H 0.321092 0.680060 5.799160 0.27 -0.18 -0.03
H -2.587164 -0.685737 -3.089634 0.11 0.07 0.08
H -3.368191 -5.416808 3.459540 0.26 0.36 0.80
H -5.813453 0.071443 2.801366 0.32 -0.04 0.39
H -4.299802 2.852723 -1.751603 -0.20 0.12 -0.02
H -1.044368 -4.700375 -1.163858 -0.10 0.13 0.06
H 6.770054 -3.890052 -3.848909 0.21 -0.16 0.05
H 1.044461 -5.701676 -3.828901 0.10 0.23 -0.05
H -1.165067 1.655565 7.176959 -0.25 0.03 0.13
H -0.831285 -2.778650 -3.716706 0.23 0.04 -0.16
H -0.348937 -5.979483 -2.870185 0.01 -0.01 0.08
H 1.849091 1.632637 -5.082942 0.26 -0.35 0.44
H 2.866909 0.873410 0.456424 -0.31 -0.04 0.44
H -1.957843 1.554670 4.997368 -0.14 0.31 -0.62
H -4.537133 1.595044 4.629847 0.20 -0.25 0.05
H -5.710160 0.923876 -1.371747 -0.13 -0.17 -0.27
H 5.125366 -3.330533 -1.690305 -0.09 0.29 -0.43
H 5.156852 2.967825 2.324062 0.22 -0.22 -0.26
H -0.379463 -1.051475 -3.837356 0.18 -0.02 -0.55
H -3.068979 -0.169967 -5.251871 -0.12 -0.26 0.03
H 1.301656 3.556543 0.388199 -0.45 -0.08 -0.09
H -4.484715 1.115324 0.816106 0.32 0.19 0.35
H 4.850281 2.323499 3.862974 -0.38 -0.51 0.08
H 0.094581 2.681085 3.815852 0.11 -0.45 -0.17
H 3.104960 -3.967439 0.198456 -0.35 0.10 -0.10
H 5.345843 -1.602425 -1.270711 -0.03 0.02 -0.33
```
Forces are in eV/Å.

Summary:
- Gap between HOMO and LUMO: 6.88 eV
- Net charge: +1
- Molar mass: 932.29 u
- Total energy: -136084.9799 eV

These are the Mulliken partial charges, in e, on atoms 1 to 6:
1. Zn 0.19
2. F -0.17
3. F 0.27
4. F -0.17
5. O -0.51
6. O 0.95

=====

No. 2
This record from OMol25 describes a cluster of 6 separate species, C28H72F4N5O11PS4 in total. The level of theory is ωB97M-V/def2-TZVPD.

```
125
Properties=species:S:1:pos:R:3:forces:R:3
S -1.240158 1.098559 3.606697 5.20 8.76 -0.33
S -2.052225 -9.647073 10.520144 2.78 -1.06 4.83
S -3.178977 -8.835625 8.589963 -6.40 -3.11 -6.29
S -2.733934 -0.630118 3.239617 -3.07 -4.81 -0.21
P 3.799442 0.725259 -5.123511 1.77 -0.53 0.51
F -2.646992 -8.272963 7.212067 -0.15 1.58 -0.67
F -3.578159 -1.647345 4.128229 0.85 -0.45 0.97
F -0.661751 -9.097233 11.220843 -0.92 0.08 -0.15
F 0.058905 1.422802 4.494360 0.71 -0.25 0.64
O -3.842877 0.233321 2.946315 1.48 1.10 -0.49
O -12.715462 -5.605246 0.817112 -0.21 -0.50 -0.38
O -4.467009 -8.178010 8.878134 2.39 -1.01 -0.67
O -3.056071 -9.497819 11.604542 1.86 -0.23 -3.03
O -1.575983 -10.991611 10.187224 -1.40 2.47 -0.12
O -3.216703 -10.269411 8.133109 -0.49 3.02 2.18
O -2.016212 2.302860 4.005713 0.75 -2.51 -2.03
O -1.608025 9.475030 -1.006850 -0.63 1.92 -0.12
O 4.575621 -1.956121 6.851835 -0.05 -0.66 0.32
O -0.510972 1.041408 2.293517 -3.06 -0.41 2.26
O -2.255308 -1.535739 2.203584 0.28 1.79 1.23
N -1.250061 13.065691 -2.212920 -0.40 -1.54 -1.25
N -1.604772 -0.144971 4.384715 -3.01 -3.24 -2.11
N -13.660073 -5.474738 3.505926 0.47 0.17 -0.27
N -2.032070 -8.397645 9.421849 2.39 -1.60 3.86
N 1.938396 -3.381258 7.690570 1.39 -0.34 -1.21
C 6.149212 3.392149 -3.042465 0.91 1.07 0.22
C -12.668419 -4.371853 1.478451 -0.39 -0.57 1.29
C 4.225731 2.238777 -4.202621 -0.01 0.05 -0.76
C 3.328695 -4.138517 5.617727 -0.80 -0.04 1.72
C 4.732608 -0.941467 -7.209499 0.15 -0.40 -0.96
C 6.845984 -3.053050 -2.677853 -1.07 1.04 0.13
C 0.948143 1.225235 -5.043422 0.08 -1.21 -0.57
C -13.399875 -5.514334 -0.425471 -1.14 0.25 -0.51
C -2.522215 8.913903 -0.084255 -0.79 -0.98 0.89
C -1.460789 11.504720 -2.368290 1.48 -1.01 0.92
C -1.642394 10.930931 -0.948215 -0.56 -0.79 -0.19
C -12.415392 -4.707207 3.006403 0.27 -0.90 -1.08
C 4.461297 -3.071345 7.763750 -0.10 0.87 -1.66
C 0.635326 2.693515 -4.909908 -0.69 0.84 2.20
C 3.313224 -3.945285 7.222995 0.62 0.17 -0.74
C 5.438531 -2.557543 -2.934335 -1.26 0.32 -0.20
C 2.166123 0.825353 -5.903910 0.05 0.27 0.12
C 5.363976 -1.091363 -3.382173 0.12 0.09 -0.43
C 5.051625 0.378061 -6.512859 0.00 -0.33 1.09
C -0.772076 2.947817 -4.234686 0.88 -0.73 -0.45
C 3.934640 -0.687014 -3.854297 0.05 0.14 -1.36
C 7.174918 -1.834810 -7.331947 0.05 1.38 -0.77
C 5.857689 -1.557258 -8.106123 0.05 -1.14 0.88
C 5.767929 2.537535 -4.182723 -1.94 -2.04 0.11
C 5.413553 4.698666 -2.994744 0.10 1.12 0.06
C 5.409510 -0.829262 7.243554 -1.49 -1.14 0.24
C -11.191532 -5.612308 3.321723 -0.01 0.67 -0.14
C -0.263040 10.797500 -3.017839 0.17 0.81 -0.87
H -13.734684 -6.416571 3.148875 0.22 -0.41 -0.68
H 6.056956 0.200616 -6.130866 -0.13 0.24 0.93
H -0.851745 2.498868 -3.244629 0.23 -0.56 -0.13
H 3.185472 -3.212532 5.060819 0.06 0.18 0.43
H -11.997560 -3.652033 1.009503 0.65 -0.16 0.39
H 4.789568 -2.693992 -2.069268 0.05 -0.26 0.14
H 5.668451 5.335775 -2.147857 0.26 -0.19 0.11
H -2.538995 7.824842 -0.126120 0.32 0.03 -0.76
H 5.732510 -0.341932 -2.681709 -0.06 -0.27 0.48
H 1.076477 0.651152 -4.125782 -0.48 0.51 0.54
H 6.769715 -4.111735 -2.429912 0.62 0.20 0.16
H 1.600032 -2.776543 6.955772 -0.56 0.41 -0.13
H 2.021413 -2.873917 8.559941 -0.08 0.18 0.34
H 3.241358 -0.486722 -3.037391 0.23 0.39 0.21
H 4.274385 -2.775514 8.796064 -0.04 0.22 0.20
H 4.323896 4.674053 -2.982981 -0.04 -0.42 -0.15
H 4.240837 -4.599885 5.239264 0.04 0.00 0.50
H 2.219840 1.528663 -6.734914 0.39 -0.14 -0.27
H -1.252708 13.502432 -3.123613 0.14 -0.02 -0.74
H -11.204941 -5.950440 4.357861 0.06 0.30 0.15
H 5.464643 -2.550732 -8.322065 -0.19 0.08 -0.62
H 0.610848 10.818527 -2.366694 0.01 0.32 0.03
H 5.745450 5.242806 -3.878964 -0.35 0.29 -0.13
H 3.736388 2.167663 -3.231236 0.41 -0.33 0.37
H 7.188147 3.600249 -3.298218 0.32 0.30 0.65
H 7.133576 -2.381933 -1.868539 0.92 -0.67 0.30
H 2.058843 -0.186669 -6.294301 -0.29 -0.01 -0.23
H -14.509141 -4.985719 3.260904 -0.43 0.23 0.02
H 5.237190 1.260998 -7.124490 -0.74 0.00 -0.37
H 7.451061 -2.841887 -3.559559 0.25 -0.34 0.11
H -2.305496 9.054705 0.974664 0.50 0.73 0.04
H 6.049875 -1.033253 -9.042384 -0.09 0.13 0.15
H 6.052110 2.859701 -5.184496 0.22 0.29 0.21
H -13.637651 -3.878106 1.408423 -0.44 0.11 0.10
H -0.370501 13.342130 -1.800563 0.19 -0.04 0.76
H -3.552096 9.237607 -0.234725 -0.01 0.24 -0.29
H -0.931924 11.221359 -0.174271 0.43 0.45 -0.34
H -2.598182 11.384223 -0.685358 -0.50 -0.75 0.79
H -2.410516 11.414819 -2.895555 0.24 0.00 -0.22
H -0.031668 11.234393 -3.989287 0.25 0.30 0.02
H 4.994265 -3.118169 -3.756787 -0.18 -0.21 -0.04
H 6.163552 2.841721 -2.101767 -0.27 -0.07 -0.02
H 4.771159 -0.323022 7.967663 0.64 0.60 0.23
H 4.563598 -1.740646 -6.487800 -0.08 0.21 0.50
H 7.086196 -2.499447 -6.472595 -0.24 0.34 0.15
H -13.699973 -6.446804 -0.903547 1.24 -0.60 0.40
H -2.076859 13.457037 -1.784722 -0.04 0.26 0.90
H 5.393200 -3.635850 7.732283 -0.01 -0.26 0.13
H 1.299041 3.144185 -4.172014 0.61 0.23 -0.36
H 5.523689 -0.230079 6.340195 0.20 -0.09 0.24
H 6.288508 1.613817 -3.930068 0.02 -0.39 -0.72
H -11.041635 -6.513565 2.727290 -0.71 0.15 -0.38
H -0.956947 3.992337 -3.983881 -0.05 0.13 -0.80
H -13.603163 -5.588931 4.507840 -0.06 0.20 0.54
H -14.418437 -5.149661 -0.292593 -0.08 0.85 0.42
H 0.692951 3.242455 -5.849825 0.10 -0.17 -0.07
H 3.638286 3.041927 -4.647560 0.30 0.23 -0.38
H -10.283057 -5.037194 3.142782 -0.04 0.14 0.27
H 2.492867 -4.795606 5.377471 0.05 -0.13 -0.12
H -12.462760 -3.811058 3.625084 0.44 0.09 -0.19
H -0.372847 9.742407 -3.268464 -0.84 0.07 0.48
H 3.292725 -4.880109 7.783159 0.57 -0.27 -0.46
H 0.092165 0.768359 -5.540095 -0.09 -0.18 -0.04
H 3.804275 -0.894463 -7.778792 0.03 0.13 -0.21
H -1.500082 2.481381 -4.898425 -0.48 0.44 0.25
H 3.460176 -1.536981 -4.344760 0.10 -0.20 -0.24
H 7.547783 -0.833470 -7.116555 0.27 -0.04 0.98
H 1.351618 -4.195731 7.802025 -0.74 0.02 0.08
H 8.015561 -2.203162 -7.919949 -0.46 -0.42 -0.47
H 6.347668 -1.177870 7.675330 0.08 0.21 -0.10
H -12.894488 -4.873631 -1.148076 0.19 -0.05 0.08
H 6.138179 -1.119191 -4.148946 -0.35 0.69 -0.76
```
Forces are in eV/Å.

Summary:
- Gap between HOMO and LUMO: 4.93 eV
- Net charge: +2
- Molar mass: 890.14 u
- Total energy: -123651.8521 eV

These are the Mulliken partial charges, in e, on atoms 1 to 6:
1. S 1.03
2. S 1.05
3. S 1.04
4. S 1.08
5. P 0.64
6. F -0.28

=====

> Among the records above, which one has the highest net charge?

C28H72F4N5O11PS4